# 1
A structure of composition C28H31BaN3O2S2Sb, computed with ωB97M-V/def2-TZVPD.

Summary:
E_tot = -2462.3483 hartree
energy above the lowest of the compared OMol25 structures with the same formula, charge and spin = 0.0 kcal per mole
Kohn-Sham gap = 7.361 eV
total charge = +1
LUMO energy = -0.119 Eh

Structure (XYZ):
```
68
Properties=species:S:1:pos:R:3:forces:R:3:lowdin_charge:R:1
Ba 1.0272 1.8658 -1.1583 -0.1047 -0.3389 0.0900 1.828
S -0.4062 -2.4220 -5.3852 -0.3456 0.0757 0.2121 1.054
C -0.7321 -3.7436 -6.4126 0.2595 0.0600 -0.1393 -0.397
C -0.2716 -4.9105 -5.8886 -0.1261 -0.0119 0.0997 -0.164
C 0.2825 -4.7339 -4.5934 -0.0592 -0.4346 0.0445 -0.115
C 0.2403 -3.4459 -4.1530 0.1884 0.3492 -0.1546 -0.483
C 0.6666 -2.9150 -2.8536 0.0671 -0.0870 -0.0537 -0.186
C 0.7603 -1.5335 -2.6128 -0.0416 0.3314 -0.1358 -0.119
N 1.0923 -0.9802 -1.4648 -0.1056 -0.1573 0.0444 -0.002
C 1.3719 -1.7949 -0.4157 -0.1488 0.1584 -0.3812 -0.166
C 1.3427 -3.1859 -0.5501 0.0253 -0.2066 0.0743 -0.122
C 1.6460 -4.0184 0.5839 -0.0137 0.0217 -0.0372 -0.003
C 1.9334 -3.4708 1.7801 0.0034 0.0810 0.0106 -0.002
C 1.9410 -2.0414 1.9514 0.0264 -0.1521 0.0318 -0.122
C 2.1991 -1.4455 3.1927 0.0205 -0.1594 0.1861 0.066
C 2.1878 -0.0779 3.3358 0.1002 0.0337 0.0990 -0.182
C 1.9074 0.6602 2.1725 -0.0081 0.2375 -0.2492 -0.109
N 1.6512 0.1423 0.9876 0.0534 -0.1716 0.2656 -0.004
C 1.6682 -1.2091 0.8612 0.0071 0.3275 0.1942 -0.168
C 2.4453 0.5906 4.6178 0.2028 0.1951 -0.2144 -0.482
C 2.9009 0.0435 5.7810 -0.0240 -0.2685 0.2567 -0.114
C 2.9935 0.9758 6.8481 -0.1646 -0.0825 0.0044 -0.165
C 2.5995 2.2228 6.4754 0.2935 0.0705 -0.0753 -0.397
S 2.2196 2.2902 4.8151 -0.4349 0.0088 -0.0256 1.059
C 0.9837 -3.7287 -1.7917 -0.0026 -0.2131 0.0850 0.067
H -1.2120 -3.5824 -7.3652 0.0711 0.0040 0.0127 0.074
H -0.3479 -5.8604 -6.3977 0.0133 0.0142 0.0567 0.111
H 0.6804 -5.5530 -4.0085 -0.0128 0.0365 -0.0305 0.114
H 0.5353 -0.8423 -3.4231 0.0454 -0.0359 -0.0012 0.097
H 1.6311 -5.0939 0.4563 -0.0014 0.0290 -0.0090 0.123
H 2.1563 -4.0952 2.6367 -0.0023 0.0214 -0.0191 0.124
H 2.3983 -2.0841 4.0460 -0.0122 0.0118 -0.0392 0.129
H 1.9086 1.7473 2.2255 0.0014 -0.0403 -0.0185 0.095
H 3.1503 -1.0041 5.8912 -0.0082 0.0591 -0.0009 0.113
H 3.3115 0.7282 7.8505 -0.0170 -0.0305 -0.0467 0.110
H 2.5490 3.1159 7.0783 0.0609 -0.0204 -0.0367 0.074
H 0.9360 -4.8067 -1.8945 0.0006 0.0296 0.0243 0.129
N 1.3500 5.4081 -1.2017 -0.0947 -0.0721 0.0871 0.002
C 2.6456 5.2436 -1.8968 -0.0992 0.0876 0.0849 -0.176
C 2.8657 3.7498 -1.7791 0.1184 0.0822 -0.0934 -0.816
O 3.0551 3.2875 -0.6156 0.0685 0.0979 -0.2094 -0.232
O 2.5474 3.0135 -2.7594 0.2687 0.2492 0.1124 -0.250
H 0.8908 6.2666 -1.4748 0.0005 0.0174 -0.0925 0.075
H 1.5211 5.4749 -0.2053 0.0175 -0.0023 0.0026 0.072
H 3.4418 5.8236 -1.4313 0.1242 -0.0568 -0.0478 0.119
H 2.5309 5.5260 -2.9391 0.0410 -0.0153 -0.0172 0.119
C -4.5691 3.3731 0.5018 -0.0871 -0.1100 -0.0801 -0.191
C -4.4551 2.1431 -0.3986 0.1258 0.0422 0.0596 -0.445
Sb -2.4400 1.4630 -0.6593 -0.2525 -0.1285 0.0903 1.295
C -2.2332 0.2825 1.1350 0.0829 0.1615 0.0853 -0.440
C -1.8009 1.1105 2.3517 -0.0855 -0.1882 -0.1172 -0.187
C -2.8176 -0.1818 -1.9974 -0.1350 -0.0500 0.0775 -0.447
C -3.9215 -1.1378 -1.5387 0.1288 0.0814 -0.1008 -0.174
H -5.6137 3.6769 0.5875 0.0302 0.0371 0.0290 0.073
H -4.0080 4.2187 0.1038 0.0108 0.0094 -0.0049 0.064
H -4.2038 3.1713 1.5096 0.0000 0.0078 -0.0095 0.052
H -4.8412 2.3455 -1.3981 -0.0382 0.0178 -0.0007 0.053
H -5.0126 1.2995 0.0087 -0.0352 0.0110 -0.0018 0.050
H -1.4952 -0.4924 0.9062 -0.0008 -0.0052 0.0352 0.038
H -3.1823 -0.2209 1.3210 -0.0034 0.0008 0.0076 0.052
H -0.8732 1.6549 2.1635 0.0265 0.0233 -0.0009 0.040
H -1.6323 0.4701 3.2202 0.0007 0.0326 -0.0014 0.075
H -2.5597 1.8443 2.6269 0.0217 -0.0073 -0.0001 0.057
H -1.8681 -0.7112 -2.1095 -0.0149 -0.0229 -0.0111 0.014
H -3.0531 0.2562 -2.9689 -0.0069 -0.0283 -0.0200 0.048
H -3.6822 -1.5956 -0.5782 -0.0048 -0.0028 -0.0092 0.059
H -4.0549 -1.9423 -2.2647 -0.0179 0.0005 0.0264 0.072
H -4.8781 -0.6244 -1.4377 0.0030 -0.0152 -0.0037 0.061
```
Positions in Å, forces in eV/Å.

***

# 2
An isolated molecule of C3H10N2S in a non-equilibrium geometry, computed with ωB97M-V/def2-TZVPD.

Summary:
E_tot = -627.9508 hartree
energy above the lowest of the compared OMol25 structures with the same formula, charge and spin = 27.5 kcal per mole
Kohn-Sham gap = 9.900 eV
total charge = 0
SMILES = NC[C@@H](N)CS
LUMO energy = 0.027 Eh

Structure (XYZ):
```
16
Properties=species:S:1:pos:R:3:forces:R:3:nbo_charge:R:1
N 0.9503 -0.8350 0.7767 0.3295 1.5914 0.4010 -0.860
C -0.0344 0.2897 0.4188 2.8073 -1.3681 -3.4236 -0.093
C 0.4911 1.0420 -0.8560 1.3885 -0.9311 -1.0541 -0.490
S 2.2758 1.6257 -0.8394 -0.1776 -0.8461 -0.3407 -0.094
C -1.3758 -0.2823 0.0219 0.0795 -0.3537 -0.8009 -0.236
N -2.0100 -1.1935 0.9086 1.1412 -3.0328 2.1145 -0.806
H 1.5170 -1.2445 -0.0224 -1.3104 1.0770 0.9307 0.364
H 2.7911 0.7138 -1.7385 -0.4277 0.5942 0.7482 0.132
H 1.6387 -0.2853 1.3247 -0.1597 -1.0519 -0.3916 0.366
H 0.0097 1.1240 1.1011 -0.5066 -0.5214 1.2518 0.204
H -0.0057 1.9581 -1.0576 -0.9299 0.6930 0.0083 0.215
H 0.4446 0.4442 -1.8034 -0.2570 0.2691 0.9990 0.215
H -2.0777 0.4751 0.0959 -1.1141 2.3400 -0.8885 0.198
H -1.4078 -0.7059 -1.0360 0.3298 0.5903 1.3146 0.188
H -1.6674 -1.0087 1.8692 -0.6471 0.4499 -0.4792 0.349
H -1.5395 -2.1174 0.8366 -0.5458 0.5003 -0.3895 0.348
```
Positions in Å, forces in eV/Å.

***

# 3
An isolated molecule of C3H7NOS in a non-equilibrium geometry, computed with ωB97M-V/def2-TZVPD.

Summary:
E_tot = -646.6650 hartree
energy above the lowest of the compared OMol25 structures with the same formula, charge and spin = 29.5 kcal per mole
Kohn-Sham gap = 9.324 eV
total charge = 0
SMILES = CNCC(O)=S
LUMO energy = 0.015 Eh

Structure (XYZ):
```
13
Properties=species:S:1:pos:R:3:forces:R:3:nbo_charge:R:1
C 2.9576 -0.4019 -0.1225 0.1982 -0.0355 -1.2084 -0.414
C 0.5900 -0.3833 0.4498 0.7776 0.4257 0.3554 -0.326
C -0.7438 0.2034 0.1269 -1.1695 -0.2798 -0.3914 0.264
H 2.9602 -1.3728 -0.6953 0.3758 1.0768 0.4029 0.195
H 3.6689 0.3739 -0.5010 0.0324 -1.2830 0.1270 0.206
H 3.1954 -0.6263 0.9152 0.0302 -0.0043 0.3350 0.167
H 1.8254 1.1807 -0.0020 -0.3709 1.3146 0.3278 0.353
H 0.7262 -0.3392 1.5714 -0.0264 0.1306 -0.8115 0.199
H 0.5606 -1.4338 0.2004 0.0032 -0.2424 -0.1241 0.228
H -1.5969 1.8475 -0.2106 -0.0759 -0.1584 0.0732 0.505
N 1.6795 0.2611 -0.3269 -0.9425 -1.4423 0.6600 -0.598
O -0.7247 1.5273 0.0640 0.5271 0.3488 0.0788 -0.656
S -2.1326 -0.6366 -0.1392 0.6408 0.1494 0.1754 -0.124
```
Positions in Å, forces in eV/Å.